No. 1
21
Properties=species:S:1:pos:R:3:forces:R:3:mulliken_charge:R:1 method="wB97M-V/def2-TZVPD" homo_energy_ev="-4.80 / -4.28" homo_lumo_gap_ev="7.0 / 6.2" max_force_ev_per_a=3.2 lumo_energy_ev="2.17 / 1.88" total_energy_ev=-41094.66697 total_charge=-1
C -0.199709 2.353473 0.760076 -1.2 0.7 0.2 -0.07
C -1.590534 -2.808259 -1.137845 -1.6 -1.7 -0.7 -0.13
C -2.172044 -1.614853 -1.497506 -0.3 2.1 1.5 -0.71
C -0.664203 -2.934224 -0.146629 0.4 3.1 -0.2 -0.96
C -0.748098 -0.467310 0.145288 -1.0 2.4 -0.9 -0.64
C -1.842408 -0.432432 -0.781973 1.2 -2.3 -0.2 0.64
C -0.234197 -1.677895 0.398826 0.3 -2.5 -0.3 0.77
C 1.677902 1.965139 -0.919593 1.0 -0.7 0.0 0.26
C 1.998432 1.604024 1.669318 2.4 1.0 -1.5 -1.37
C 1.061826 1.761518 0.466108 0.3 -0.8 0.2 1.42
N -1.177674 2.926121 1.019558 1.1 -0.5 -0.2 -0.52
O 1.899245 1.151950 -1.808073 -0.5 1.3 1.0 -0.65
O 2.042659 3.159813 -0.642679 -0.6 -0.9 -0.4 -0.59
Cl -2.872286 0.914324 -1.201026 0.4 0.5 0.3 -0.24
Cl 1.199640 -1.917246 1.437146 0.1 0.4 0.3 -0.29
H -2.109871 -3.673171 -1.583421 0.8 0.1 0.1 0.25
H -3.040099 -1.586611 -2.141548 0.2 -0.1 -0.3 0.34
H -0.111496 -3.796096 0.062895 0.3 -1.3 0.5 0.40
H 2.271436 2.658765 1.876192 -0.4 -0.3 0.1 0.43
H 1.529019 1.233263 2.544486 -0.4 -0.7 0.5 0.38
H 3.082458 1.179708 1.480399 -2.6 0.1 0.0 0.25

No. 2
79
Properties=species:S:1:pos:R:3:forces:R:3:mulliken_charge:R:1 method="wB97M-V/def2-TZVPD" homo_energy_ev=-11.01 homo_lumo_gap_ev=8.5 max_force_ev_per_a=2.0 lumo_energy_ev=-2.50 total_energy_ev=-36173.39391 total_charge=+1
C -2.642409 2.876587 3.402348 0.6 -0.7 0.1 -1.03
C -1.421951 2.385625 4.225275 -0.3 0.5 -1.1 -0.56
C -0.501057 1.513604 3.298301 -0.3 1.2 1.3 -0.17
C 0.872001 2.200574 3.201869 0.3 -0.8 0.0 -0.83
C 1.814143 1.672800 2.082304 -0.8 0.6 0.4 -0.87
C 1.110512 1.247856 0.791361 1.7 -0.5 -0.3 -0.65
N 0.778185 2.383200 -0.097972 -0.5 -1.5 1.3 0.51
C -0.461190 2.538659 -0.671724 0.1 0.4 -0.3 -0.13
C -0.380337 3.647328 -1.439998 -0.5 -0.4 0.0 -0.72
N 0.895392 4.109236 -1.295799 0.5 1.3 -0.5 0.05
C 1.604074 3.335620 -0.478281 -0.6 0.1 -0.3 -0.26
H -2.320993 3.559699 2.604350 0.0 0.1 0.3 0.25
H -3.380445 3.359357 4.044989 -0.1 -0.1 -0.3 0.41
H -3.041691 1.991117 2.892090 -0.5 0.3 0.3 0.18
H -1.753461 1.844197 5.112440 0.1 0.0 -0.1 0.41
H -0.889908 3.295557 4.525692 0.1 -0.3 0.4 0.34
H -1.028553 1.457303 2.342234 0.2 -0.3 0.0 0.14
H -0.428648 0.537413 3.786610 0.2 -0.1 -0.6 0.23
H 1.384207 1.991828 4.149696 0.0 0.2 -0.1 0.36
H 0.773086 3.291646 3.176512 -0.2 -0.2 -0.3 0.41
H 2.385990 0.826685 2.470528 -0.1 0.0 -0.2 0.46
H 2.517623 2.483237 1.856693 0.2 -0.4 0.0 0.28
H 0.249232 0.600309 0.939457 -0.2 0.4 0.0 0.68
H 1.831984 0.645188 0.221898 -0.2 0.1 0.0 -0.04
H -1.305857 1.886692 -0.522920 0.2 -0.1 0.2 0.54
H -1.150951 4.068554 -2.064204 0.3 0.3 0.0 0.41
H 1.261886 4.931521 -1.755510 0.0 -0.1 0.0 0.23
H 2.640163 3.456924 -0.212622 -0.1 0.0 -0.1 0.31
C 4.400546 0.405070 -3.088853 0.1 -0.2 0.2 -1.52
C 2.910981 0.726233 -3.118338 0.4 0.0 -0.3 0.96
C 2.188793 0.180793 -4.361211 -0.3 0.0 0.1 -0.86
O 2.410661 0.931362 -5.536428 0.1 -0.1 0.1 -0.44
C 3.617547 0.628921 -6.223005 0.0 0.2 -0.1 -0.68
N 2.731837 2.180459 -2.982961 -0.3 0.0 0.1 -0.58
H 4.975728 1.028682 -3.772729 -0.1 0.0 0.0 0.34
H 4.805314 0.574368 -2.089302 0.0 0.0 0.0 0.37
H 4.579658 -0.641188 -3.346366 0.0 0.0 0.0 0.33
H 2.461702 0.244355 -2.242001 -0.1 0.0 -0.1 -0.13
H 1.110651 0.240489 -4.176839 0.0 0.1 -0.1 0.37
H 2.417108 -0.878722 -4.527211 0.2 0.0 0.1 0.54
H 3.872256 -0.431177 -6.148772 0.0 0.0 0.1 0.30
H 4.441106 1.239502 -5.847394 0.1 -0.1 0.0 0.25
H 3.472209 0.879029 -7.273098 -0.1 0.0 0.0 0.27
H 1.735740 2.374764 -2.912681 0.0 -0.1 -0.2 0.20
H 2.995544 2.599820 -3.872510 0.1 0.0 0.0 0.35
C 2.617503 -3.307606 -2.023139 -0.2 0.1 0.0 -1.07
C 3.413528 -4.261886 -2.908826 0.1 0.2 0.3 0.33
C 3.690335 -5.623408 -2.252284 0.0 -0.2 -0.2 -0.80
O 4.720459 -5.608561 -1.282712 -0.2 0.0 0.1 -0.38
C 4.325753 -5.178640 0.006837 0.3 0.0 0.0 -0.63
N 4.653192 -3.598205 -3.328529 0.0 -0.1 -0.1 -0.58
H 3.224293 -2.869247 -1.229568 0.1 -0.1 0.0 0.21
H 2.224998 -2.479308 -2.616836 0.0 0.0 0.0 0.03
H 1.769057 -3.817355 -1.561655 0.0 0.0 0.0 0.42
H 2.810673 -4.450816 -3.802004 0.1 -0.1 0.0 0.37
H 4.036394 -6.306515 -3.032180 0.1 0.0 0.0 0.37
H 2.774335 -6.061783 -1.836041 0.0 0.1 0.1 0.41
H 3.304922 -5.490638 0.245386 0.0 0.0 0.0 0.30
H 4.417819 -4.093198 0.100053 -0.1 0.0 0.1 0.22
H 5.004264 -5.630860 0.729596 0.0 0.0 -0.1 0.26
H 5.134751 -4.196956 -3.993961 0.0 0.1 -0.1 0.27
H 5.274706 -3.582819 -2.522990 0.0 0.1 0.0 0.28
C -6.701295 1.395289 3.411223 0.0 0.2 -0.1 -1.39
C -6.375249 0.259547 2.446656 -0.1 0.0 0.4 0.31
C -7.436852 -0.851080 2.422541 0.1 -0.1 -0.3 -0.70
O -7.389106 -1.731513 3.528059 -0.1 0.2 0.0 -0.38
C -8.044486 -1.265746 4.695840 0.2 -0.2 0.1 -0.64
N -5.043377 -0.269712 2.764252 0.0 -0.1 -0.2 -0.57
H -6.526553 1.122682 4.451839 0.0 -0.1 0.0 0.30
H -6.073295 2.262080 3.200212 0.0 0.0 0.0 0.28
H -7.742650 1.706675 3.309831 0.0 0.0 0.0 0.38
H -6.337393 0.691957 1.441834 0.0 -0.1 0.0 0.34
H -7.247699 -1.476994 1.545661 0.0 0.0 0.0 0.34
H -8.445884 -0.437848 2.300330 0.0 0.1 0.1 0.41
H -8.934564 -0.678040 4.455828 0.0 0.1 0.0 0.30
H -7.363386 -0.678158 5.315606 -0.1 0.1 0.0 0.23
H -8.349755 -2.137017 5.274466 0.0 0.0 -0.1 0.26
H -4.792537 -0.959553 2.060654 0.0 0.0 0.0 0.26
H -5.131312 -0.815845 3.618101 0.0 0.1 0.0 0.27